# 1
Computed, not measured: a structure of composition C28H36As2BaSi in a non-equilibrium geometry, with wB97M-V/def2-TZVPD.

Geometry as ORCA input:
```
! RIJCOSX wB97M-V def2-TZVPD def2/J DEFGRID3
* xyz 0 1
Ba 0.07 0.12 -0.45
As -1.24 -1.91 2.82
As 1.48 -1.16 2.27
Si -0.14 -1.08 -5.18
C -2.40 0.55 -5.36
C -0.20 3.07 -0.86
C 2.26 -0.12 -6.21
C -1.41 2.77 -0.18
C 3.48 -0.16 -6.90
C -3.13 1.63 -7.42
C 0.15 -2.56 4.28
C 2.10 -2.74 6.24
C 0.32 2.58 1.34
C -1.33 -0.13 3.65
C -2.25 -1.27 1.12
C 1.97 -2.72 1.18
C 3.91 -1.34 -7.52
C 1.43 -2.09 4.01
C 0.86 2.96 0.08
C -0.85 0.81 -7.21
C 1.86 -2.46 -6.80
C -1.50 -3.27 -3.77
C 0.80 -3.20 6.51
C -0.19 -3.12 5.51
C 3.09 -2.48 -7.49
C 3.25 -0.33 2.57
C -1.08 2.48 1.17
C -1.84 1.48 -7.94
C -3.40 1.18 -6.12
C -1.15 0.23 -5.95
C 2.43 -2.19 4.99
C 1.45 -1.27 -6.15
H -1.87 -1.79 0.23
H 3.22 0.20 3.52
H -0.42 0.44 3.46
H 1.94 0.81 -5.74
H -0.78 -3.80 -4.43
H -2.42 2.82 -0.59
H 3.41 -3.39 -8.00
H -2.50 -3.49 -4.18
H 1.09 -3.37 1.07
H -2.64 0.27 -4.33
H -2.28 -0.18 1.02
H 1.91 3.18 -0.11
H -4.39 1.31 -5.70
H -1.43 -3.73 -2.76
H 2.77 -3.23 1.73
H 1.21 -3.33 -6.78
H -0.11 3.40 -1.90
H -3.27 -1.63 1.31
H -3.91 2.10 -8.02
H 4.89 -1.38 -8.04
H 2.86 -2.80 7.02
H -0.97 -2.35 -5.58
H -1.43 -0.31 4.73
H -2.21 0.38 3.25
H -1.23 -2.20 -3.60
H -1.20 -3.49 5.71
H -1.61 1.88 -8.93
H 3.40 0.36 1.74
H 4.01 -1.12 2.58
H 2.33 -2.36 0.21
H 3.45 -1.81 4.82
H 0.16 0.72 -7.61
H 4.10 0.74 -6.95
H 0.87 2.46 2.27
H 0.57 -3.62 7.50
H -1.80 2.32 1.98
*
```

Properties
- orbital gap (Eh) = 0.1064
- lowest unoccupied orbital energy (Eh) = -0.08044
- maximum force (eV/A) = 4.9

Here are the Mulliken charges for atoms 1 to 4, given in e: atom 1 (Ba): 1.2074, atom 2 (As): -0.0610, atom 3 (As): 0.2678, atom 4 (Si): -0.0370

=====

# 2
Computed, not measured: a structure of composition C28H36As2SiZr in a non-equilibrium geometry, with wB97M-V/def2-TZVPD.

Geometry as ORCA input:
```
! RIJCOSX wB97M-V def2-TZVPD def2/J DEFGRID3
* xyz 2 1
Zr 0.25 0.78 0.55
As 1.56 -0.51 2.51
As -1.71 -0.53 1.75
Si 0.27 0.05 -1.93
C -2.25 1.36 -2.45
C -2.84 2.35 -4.59
C 0.22 -0.72 3.96
C -1.67 -1.13 5.98
C 1.73 -0.06 -3.08
C -2.18 -2.40 1.46
C 2.97 0.36 3.52
C 0.20 -3.41 -2.21
C 0.65 -0.92 5.27
C 2.71 0.95 -3.13
C -1.04 0.88 -2.99
C 2.75 -1.11 -5.04
C -2.10 -0.92 4.66
C -1.66 1.84 -5.14
C 1.01 2.75 1.65
C 1.17 2.95 0.23
C -0.77 1.11 -4.35
C -0.41 2.58 1.92
C -0.14 2.93 -0.37
C -3.49 0.22 2.01
C -3.13 2.12 -3.24
C -1.16 -0.72 3.66
C 3.59 1.01 -4.22
C -0.31 -1.13 6.28
C -1.11 2.68 0.67
C 3.62 -0.02 -5.16
C 1.76 -1.08 -4.05
C 2.16 -2.36 2.48
H -4.05 2.51 -2.80
H -0.50 -3.13 -3.01
H -3.16 -0.92 4.42
H -1.43 2.00 -6.19
H 0.13 0.71 -4.80
H 1.17 -2.90 -2.34
H -3.63 0.98 1.23
H 2.10 3.19 -0.29
H -0.21 -3.29 -1.20
H -3.25 -2.51 1.67
H -0.37 3.16 -1.41
H 4.27 1.86 -4.34
H -0.86 2.53 2.91
H 3.07 -2.40 1.86
H -1.58 -3.02 2.13
H -2.41 -1.30 6.76
H 2.54 1.17 4.12
H 3.48 -0.37 4.15
H -3.53 2.92 -5.20
H 1.72 -0.92 5.51
H 2.83 -1.96 -5.72
H 0.97 -1.83 -4.09
H -2.19 2.73 0.54
H 2.38 -2.68 3.51
H -0.20 -1.53 -1.79
H 3.66 0.78 2.78
H 0.03 -1.29 7.31
H -4.21 -0.59 1.88
H 1.80 2.83 2.40
H 2.75 1.71 -2.35
H -3.56 0.66 3.00
H -2.53 1.12 -1.41
H 1.37 -2.98 2.05
H 4.33 0.00 -5.99
H -1.97 -2.63 0.41
H 0.39 -4.48 -2.32
*
```

Properties
- orbital gap (Eh) = 0.2085
- lowest unoccupied orbital energy (Eh) = -0.29303
- maximum force (eV/A) = 3.1
- energy relative to the best compared isomer or geometry (same formula, charge and spin) (eV) = 0.0000

Here are the Mulliken charges for atoms 1 to 4, given in e: atom 1 (Zr): -0.8208, atom 2 (As): 0.7975, atom 3 (As): 1.1406, atom 4 (Si): 1.6879

=====

# 3
Computed, not measured: a structure of composition C28H36BIrN8O7S3, with wB97M-V/def2-TZVPD.

Geometry as ORCA input:
```
! RIJCOSX wB97M-V def2-TZVPD def2/J DEFGRID3
* xyz 1 2
Ir 0.21 0.05 0.15
S -0.67 2.16 -0.42
S 0.77 0.20 2.44
S -0.60 -2.20 0.17
O 5.91 -0.31 -0.48
O -0.34 -0.24 -1.83
O 3.91 -0.31 -6.33
O 5.77 -0.69 -5.31
O -0.15 0.56 -3.88
O 2.07 0.03 -0.39
O 4.22 -1.26 0.46
N -1.87 -0.57 2.73
N -3.00 -2.19 -1.28
N 4.58 -0.45 -5.33
N -2.94 -0.80 0.40
N -2.17 3.71 1.34
N -2.54 1.56 1.51
N 4.75 -0.68 -0.46
N -0.58 -1.35 4.30
C -1.87 -1.81 4.55
C -1.31 -3.67 -2.46
C 2.54 -0.12 -4.01
C 0.17 -2.58 6.30
C 0.38 0.16 -2.86
C 0.63 -1.71 5.14
C -2.23 -1.73 -0.29
C 1.24 -0.42 5.70
C 3.89 -0.35 -4.04
C -3.73 -4.26 -2.36
C -2.31 6.14 1.74
C -4.23 -1.56 -1.20
C -1.79 2.51 0.88
C -3.37 2.20 2.41
C 1.62 -2.50 4.28
C -2.73 -3.12 -2.45
C -2.66 -1.34 3.56
C -4.19 -0.69 -0.17
C 2.58 -0.17 -1.60
C -1.84 5.28 -0.54
C -0.11 5.06 1.30
C 1.87 -0.03 -2.79
C -1.59 5.05 0.94
C -3.16 3.52 2.29
C 3.96 -0.45 -1.68
C 4.63 -0.52 -2.88
C -2.93 -2.28 -3.72
C -0.60 -0.60 3.18
B -2.24 0.08 1.41
H 2.06 -1.90 3.49
H -0.53 -2.06 6.96
H -2.90 5.25 -0.77
H 2.09 -0.68 6.32
H -5.03 -1.77 -1.89
H 0.30 6.05 1.09
H -2.11 -2.43 5.39
H -1.13 0.18 0.97
H -1.88 7.10 1.44
H 1.59 0.24 4.91
H 2.42 -2.86 4.92
H -4.04 1.66 3.06
H 0.04 4.85 2.36
H -2.28 -1.40 -3.70
H 1.05 -2.83 6.89
H 1.98 0.01 -4.93
H -4.93 0.01 0.18
H -3.71 -1.50 3.39
H -3.56 -4.95 -3.19
H -3.37 6.17 1.52
H 5.69 -0.70 -2.91
H -0.27 -3.52 5.96
H -1.10 -4.29 -1.60
H -2.68 -2.88 -4.58
H -4.76 -3.92 -2.41
H -0.57 -2.88 -2.53
H -1.33 4.55 -1.17
H -3.62 4.34 2.81
H 0.46 4.34 0.72
H 0.51 0.11 6.31
H -1.46 6.26 -0.81
H -2.15 6.03 2.81
H -3.60 -4.82 -1.43
H 1.12 -3.36 3.84
H -3.97 -1.95 -3.84
H -1.24 -4.30 -3.35
*
```

Properties
- orbital gap (spin up / spin down) (Eh) = 0.2533 / 0.2229
- lowest unoccupied orbital energy (spin up / spin down) (Eh) = -0.14539 / -0.18145
- maximum force (eV/A) = 0.5
- energy relative to the best compared isomer or geometry (same formula, charge and spin) (eV) = 0.6820

Here are the Mulliken charges for atoms 1 to 4, given in e: atom 1 (Ir): 2.0716, atom 2 (S): -0.3707, atom 3 (S): -0.3271, atom 4 (S): -0.3469

=====

# 4
Computed, not measured: a structure of composition C28H36CaN6O14 in a non-equilibrium geometry, with wB97M-V/def2-TZVPD.

Geometry as ORCA input:
```
! RIJCOSX wB97M-V def2-TZVPD def2/J DEFGRID3
* xyz 0 1
Ca 3.79 -0.95 1.21
O -1.72 -6.22 4.55
O 1.24 -1.59 4.22
O -1.73 1.47 -6.19
O 5.03 0.86 0.31
O -0.01 0.42 0.53
O 3.49 -2.44 -0.49
O 2.07 0.08 -0.08
O 0.21 6.12 -4.43
O 2.54 1.33 -2.71
O 1.57 -0.58 1.83
O -1.53 2.59 -0.54
O -1.26 2.27 4.70
O -5.69 -3.02 2.34
O -1.48 -1.32 -0.87
N 5.50 3.03 1.09
N 3.48 2.48 0.55
N 1.55 -2.60 -1.56
N -1.03 0.37 3.46
N 2.85 -4.44 -1.36
N -0.37 2.33 2.63
C -1.12 -5.01 4.40
C 1.48 1.35 -3.57
C 0.65 4.80 -2.41
C 0.52 -3.52 5.38
C -0.68 1.45 -5.30
C -4.11 -1.28 1.69
C -4.10 -3.39 0.65
C 0.39 -2.67 4.27
C -0.18 5.22 -3.45
C -0.19 -4.71 5.42
C 0.57 2.02 -5.66
C -1.93 3.92 -2.47
C -2.50 -1.73 -0.05
C -1.18 -4.20 3.29
C -1.53 4.83 -3.42
C -1.06 3.47 -1.48
C -0.43 -3.02 3.22
C -0.89 1.68 3.70
C -0.83 0.82 -4.09
C 1.16 0.02 0.80
C -3.04 -0.90 0.90
C 0.25 3.98 -1.38
C -4.68 -2.53 1.54
C 1.65 1.98 -4.79
C -3.04 -3.02 -0.15
C 2.68 -3.14 -1.10
C 4.73 2.04 0.57
C 0.21 0.85 -3.19
H 0.73 2.59 -6.57
H -0.82 0.07 2.52
H 0.09 0.44 -2.20
H 0.95 3.59 -0.66
H 2.22 1.15 -1.81
H 1.47 -1.60 -1.40
H -2.96 3.58 -2.45
H 2.34 -4.87 -2.11
H 5.10 3.93 1.27
H -0.93 -0.63 -0.43
H 0.84 -3.01 -2.14
H -2.25 5.18 -4.15
H -0.43 6.02 -5.15
H -1.85 -4.48 2.48
H 2.80 1.78 0.27
H -1.75 0.33 -3.77
H 2.57 2.54 -4.85
H -5.74 -2.35 3.03
H 1.17 -3.36 6.23
H -0.22 -5.33 6.30
H 3.18 3.43 0.47
H 0.04 3.22 2.81
H -2.56 0.05 1.09
H -2.20 -6.43 3.74
H -4.39 -4.42 0.49
H 3.72 -4.89 -1.14
H 1.36 -1.35 3.29
H 6.40 2.80 1.47
H -0.14 1.87 1.75
H 1.67 5.15 -2.48
H -0.51 -2.46 2.29
H -0.75 2.06 -0.32
H -2.28 0.69 -6.13
H -1.21 -0.39 4.08
H -2.67 -3.76 -0.84
H -4.31 -0.64 2.54
*
```

Properties
- orbital gap (Eh) = 0.2293
- lowest unoccupied orbital energy (Eh) = -0.05044
- maximum force (eV/A) = 3.2

Here are the Mulliken charges for atoms 1 to 4, given in e: atom 1 (Ca): 1.5727, atom 2 (O): -0.5702, atom 3 (O): -0.5975, atom 4 (O): -0.5880